[1]
Computed, not measured: a gas-phase ion, C5H10FO (charge +1) in a non-equilibrium geometry, with the ωB97M-V functional and the def2-TZVPD basis.

Element x y z (Å)
C (0.38, -0.40, -0.50)
C (-0.64, 0.62, -0.79)
C (0.51, -2.15, 1.26)
C (-2.87, 1.25, -1.71)
C (0.05, -1.90, -0.29)
O (-1.85, 0.46, -1.03)
F (1.17, 0.17, -1.63)
H (0.97, -0.08, 0.38)
H (-0.28, 1.62, -1.01)
H (0.40, -3.06, 1.76)
H (-0.05, -1.40, 1.70)
H (1.54, -1.93, 1.22)
H (-3.51, 1.73, -0.99)
H (-2.45, 2.02, -2.40)
H (-3.45, 0.48, -2.29)
H (-0.83, -2.30, -0.66)
H (0.93, -2.45, -0.70)

Computed properties:
LUMO energy: -0.20780 hartree
total charge: +1
Kohn-Sham gap: 0.3728 hartree
relative energy (zero: lowest compared OMol25 entry of this formula, charge and spin): 159.74 kJ/mol
E_HOMO: -15.80 eV

[2]
Computed, not measured: 2 unconnected molecules or ions with the total composition C5H10FO5S in a non-equilibrium geometry, with the ωB97M-V functional and the def2-TZVPD basis.

Element x y z (Å)
C (3.33, 0.91, 0.50)
C (-3.05, 0.33, 0.99)
C (2.66, -0.18, -0.33)
C (-2.45, 1.23, -1.05)
C (0.27, -0.11, -0.19)
O (-1.00, -1.78, -1.80)
O (0.88, -2.64, -0.49)
O (-1.26, -2.11, 0.58)
O (-2.86, 1.50, 0.18)
O (1.35, 0.24, -0.82)
F (0.28, 0.11, 1.19)
S (-0.35, -1.81, -0.50)
H (4.00, 0.37, 1.11)
H (3.85, 1.76, -0.17)
H (2.67, 1.42, 1.09)
H (-4.12, -0.04, 0.75)
H (-2.95, 0.46, 2.06)
H (-2.35, -0.44, 0.83)
H (2.54, -1.08, 0.27)
H (3.16, -0.37, -1.21)
H (-2.48, 0.20, -1.24)
H (-2.11, 2.01, -1.75)

Computed properties:
LUMO energy (spin up / spin down): 0.12889 / 0.12866 hartree
total charge: -1
Kohn-Sham gap (spin up / spin down): 0.2877 / 0.2534 hartree
relative energy (zero: lowest compared OMol25 entry of this formula, charge and spin): 208.60 kJ/mol
E_HOMO (spin up / spin down): -4.32 / -3.39 eV

[3]
Computed, not measured: a molecular structure, C5H10GdOP in a non-equilibrium geometry, with the ωB97M-V functional and the def2-TZVPD basis.

Element x y z (Å)
C (0.37, 1.58, -1.85)
C (-0.91, 1.64, -1.50)
C (-2.21, 0.91, -0.80)
C (-2.52, 0.05, 0.29)
C (-1.65, -0.53, 1.32)
Gd (2.35, -2.12, -0.96)
P (2.92, -0.23, 1.15)
H (1.36, 1.46, -1.22)
H (-1.32, 2.32, -2.22)
H (-3.14, 1.33, -1.32)
H (-0.96, 0.28, 1.57)
H (-3.53, -0.20, 0.33)
H (2.25, 0.27, 2.32)
H (3.42, 1.10, 0.86)
H (4.15, -0.49, 1.97)
O (0.63, -2.87, -0.43)
H (-0.98, -1.18, 0.75)
H (-0.24, -3.33, -0.26)

Computed properties:
LUMO energy (spin up / spin down): -0.01985 / -0.03005 hartree
Kohn-Sham gap (spin up / spin down): 0.1342 / 0.2106 hartree
spin multiplicity: 8
relative energy (zero: lowest compared OMol25 entry of this formula, charge and spin): 536.11 kJ/mol
E_HOMO (spin up / spin down): -4.19 / -6.55 eV

[4]
Computed, not measured: C5H10IN in the gas phase in a non-equilibrium geometry, with the ωB97M-V functional and the def2-TZVPD basis.

Element x y z (Å)
C (0.73, -1.26, -1.80)
C (0.45, -0.30, -0.64)
C (1.64, 0.10, 0.19)
N (-0.73, 0.14, -0.62)
C (-1.45, 1.14, 0.12)
C (-2.16, 0.60, 1.33)
I (-2.67, 2.28, -1.47)
H (1.82, -1.07, -1.90)
H (0.11, -1.16, -2.69)
H (0.54, -2.22, -1.25)
H (1.96, -0.90, 0.52)
H (2.51, 0.51, -0.38)
H (1.52, 0.96, 1.02)
H (-0.92, 1.99, 0.44)
H (-2.86, -0.28, 1.11)
H (-2.63, 1.37, 1.91)
H (-1.37, 0.26, 2.01)

Computed properties:
SMILES: CC(C)=N[C@H](C)I
LUMO energy: 0.01416 hartree
Kohn-Sham gap: 0.3350 hartree
relative energy (zero: lowest compared OMol25 entry of this formula, charge and spin): 30.27 kJ/mol
E_HOMO: -8.73 eV

[5]
Computed, not measured: C5H10IN3O2 in the gas phase in a non-equilibrium geometry, with the ωB97M-V functional and the def2-TZVPD basis.

Element x y z (Å)
C (-2.36, 1.43, 0.60)
C (-1.74, 0.38, -0.31)
I (-3.14, -0.23, -1.82)
C (-0.42, 0.86, -0.95)
N (0.64, -0.12, -0.79)
C (1.32, -0.31, 0.32)
N (1.00, 0.49, 1.41)
N (2.30, -1.21, 0.40)
C (2.09, -2.44, -0.52)
O (2.99, -2.59, -1.33)
O (1.04, -3.04, -0.32)
H (-2.53, 2.37, 0.08)
H (-1.71, 1.57, 1.46)
H (-3.31, 1.07, 0.97)
H (-1.52, -0.51, 0.27)
H (-0.12, 1.83, -0.56)
H (-0.58, 0.96, -2.01)
H (0.87, -0.69, -1.59)
H (1.65, 0.29, 2.16)
H (1.17, 1.46, 1.18)
H (2.34, -1.56, 1.35)

Computed properties:
LUMO energy: 0.00134 hartree
Kohn-Sham gap: 0.3275 hartree
E_HOMO: -8.88 eV

[6]
Computed, not measured: 2 unconnected molecules or ions with the total composition C5H10INO2S in a non-equilibrium geometry, with the ωB97M-V functional and the def2-TZVPD basis.

Element x y z (Å)
C (-2.04, 2.17, 3.53)
C (0.35, -2.06, -0.55)
C (0.59, -0.19, -2.24)
C (1.37, 0.04, 0.18)
C (0.35, -0.60, -0.75)
N (-2.34, 3.12, 2.95)
O (-1.43, -0.02, 1.20)
O (-1.19, 1.67, -0.74)
S (-1.32, 0.01, -0.25)
I (-1.49, 0.48, 4.49)
H (0.74, -2.58, -1.43)
H (1.05, -2.30, 0.21)
H (-0.61, -2.45, -0.21)
H (1.03, -1.02, -2.83)
H (1.30, 0.57, -2.13)
H (-0.30, 0.20, -2.74)
H (1.80, 1.08, -0.17)
H (1.01, 0.25, 1.35)
H (2.30, -0.59, 0.05)
H (-1.18, 2.21, 0.07)

Computed properties:
LUMO energy: -0.00323 hartree
Kohn-Sham gap: 0.3399 hartree
relative energy (zero: lowest compared OMol25 entry of this formula, charge and spin): 142.86 kJ/mol
E_HOMO: -9.34 eV

[7]
Computed, not measured: C5H10IO6P in the gas phase in a non-equilibrium geometry, with the ωB97M-V functional and the def2-TZVPD basis.

Element x y z (Å)
C (3.30, 0.72, 0.24)
C (2.21, -0.44, -0.04)
O (2.28, -1.47, 1.00)
C (0.72, 0.18, 0.09)
O (-0.17, -0.80, -0.50)
C (-1.56, -0.55, -0.23)
I (-2.28, -1.92, 1.36)
O (-2.25, -0.83, -1.49)
C (-3.58, -1.32, -1.27)
O (-4.57, -0.56, -1.15)
P (-2.04, 1.23, 0.25)
O (-1.62, 1.63, 1.86)
O (-1.51, 2.39, -0.90)
H (2.96, 1.32, 1.17)
H (3.37, 1.48, -0.62)
H (4.34, 0.30, 0.46)
H (2.36, -0.95, -1.06)
H (2.79, -2.24, 0.67)
H (0.56, 0.37, 1.20)
H (0.76, 1.16, -0.54)
H (-3.80, -2.44, -1.26)
H (-1.25, 0.85, 2.35)
H (-1.03, 1.89, -1.60)

Computed properties:
SMILES: C[C@@H](O)CO[C@](I)(OC=O)P(O)O
LUMO energy: -0.01908 hartree
Kohn-Sham gap: 0.2840 hartree
E_HOMO: -8.25 eV

[8]
Computed, not measured: a molecular structure, C5H10InO3 in a non-equilibrium geometry, with the ωB97M-V functional and the def2-TZVPD basis.

Element x y z (Å)
C (-1.56, -2.15, 1.09)
O (-1.53, -2.11, -0.30)
C (-1.40, -0.76, 1.70)
O (-0.25, -0.17, 1.08)
C (-0.31, 1.10, 0.62)
C (0.86, 1.49, -0.20)
O (0.93, 0.59, -1.33)
C (2.02, 0.84, -2.21)
In (-0.30, -0.94, -1.10)
H (-0.76, -2.80, 1.50)
H (-2.52, -2.55, 1.47)
H (-1.23, -0.79, 2.78)
H (-2.29, -0.14, 1.48)
H (-1.11, 1.78, 0.93)
H (1.81, 1.39, 0.36)
H (0.75, 2.52, -0.57)
H (1.95, 0.13, -3.04)
H (1.95, 1.87, -2.59)
H (2.97, 0.70, -1.68)

Computed properties:
LUMO energy (spin up / spin down): -0.41359 / -0.41656 hartree
total charge: +2
Kohn-Sham gap (spin up / spin down): 0.2202 / 0.2937 hartree
spin multiplicity: 2
relative energy (zero: lowest compared OMol25 entry of this formula, charge and spin): 163.57 kJ/mol
E_HOMO (spin up / spin down): -17.25 / -19.33 eV

[9]
Computed, not measured: a gas-phase ion, C5H10N (charge +1) in a non-equilibrium geometry, with the ωB97M-V functional and the def2-TZVPD basis.

Element x y z (Å)
C (0.48, -0.38, 2.86)
C (-0.28, 0.24, 1.36)
C (-0.12, 0.46, 0.00)
N (-0.96, 1.10, -1.03)
C (0.36, 0.46, -1.35)
C (0.28, -0.85, -2.10)
H (-0.24, -0.39, 3.63)
H (1.07, 0.50, 2.92)
H (1.03, -1.20, 2.58)
H (-1.00, 0.90, 1.72)
H (-0.89, 2.16, -1.29)
H (-1.76, 0.54, -1.38)
H (1.22, 1.05, -1.59)
H (0.82, -0.80, -3.12)
H (-0.87, -1.13, -2.11)
H (0.81, -1.51, -1.49)

Computed properties:
SMILES: C/C=C1/[NH2+][C@@H]1C
LUMO energy: -0.12658 hartree
total charge: +1
Kohn-Sham gap: 0.4042 hartree
relative energy (zero: lowest compared OMol25 entry of this formula, charge and spin): 369.44 kJ/mol
E_HOMO: -14.44 eV

[10]
Computed, not measured: a gas-phase ion, C5H10N (charge +1) in a non-equilibrium geometry, with the ωB97M-V functional and the def2-TZVPD basis.

Element x y z (Å)
C (-1.71, 0.26, -1.36)
N (-1.00, 0.93, -0.56)
C (-0.27, 0.38, 0.58)
C (-0.25, 1.14, 1.67)
C (0.37, -0.95, 0.42)
C (1.63, -0.88, -0.48)
H (-2.27, 0.73, -2.12)
H (-1.75, -0.82, -1.32)
H (-0.80, 1.92, -0.66)
H (0.31, 0.78, 2.52)
H (-0.69, 2.12, 1.80)
H (-0.31, -1.73, 0.10)
H (0.71, -1.30, 1.40)
H (2.03, 0.12, -0.47)
H (2.46, -1.42, -0.03)
H (1.53, -1.28, -1.48)

Computed properties:
SMILES: C=[NH+]C(=C)CC
LUMO energy: -0.19731 hartree
total charge: +1
Kohn-Sham gap: 0.3446 hartree
relative energy (zero: lowest compared OMol25 entry of this formula, charge and spin): 109.48 kJ/mol
E_HOMO: -14.74 eV

no.,energy (Ha)
1,-371.22886
2,-1070.65995
3,-1378.25620
4,-548.89806
5,-808.96850
6,-1097.54340
7,-1286.90353
8,-611.53451
9,-250.86458
10,-250.96360